C25H27IrO | ωB97M-V/def2-TZVPD

Its charge is -1. The calculation puts the LUMO energy (alpha / beta) at 2.769 / 1.466 eV. The multiplicity is 6.

Element x y z (Å)
Ir 0.345527 -0.326978 0.210242
C 1.077823 -2.115469 1.219563
C -0.372901 -2.045490 1.213264
C -0.812406 -2.350329 -0.125923
H -1.014004 -1.876334 2.069780
C 0.329110 -2.832112 -0.849628
C 1.479319 -2.650938 -0.064979
H 2.502784 -2.870337 -0.367180
H 1.701329 -1.981828 2.098350
H -1.845709 -2.327359 -0.464756
H 0.284832 -3.336346 -1.811502
C 1.835765 0.979348 0.636788
C 2.911405 0.097492 0.192405
C 2.943340 0.112216 -1.213614
H 3.572582 -0.441327 0.862118
C 1.905421 0.934861 -1.696422
C 1.179567 1.485514 -0.578005
H 0.437599 2.282482 -0.582632
H 1.761672 1.495115 1.582867
H 3.671498 -0.384856 -1.849175
H 1.726773 1.175946 -2.736963
O -0.341247 -0.289713 -1.755627
C -0.331000 -0.347119 -4.082409
C -1.700098 -0.104228 -3.571695
C 0.253138 -1.680813 -4.160163
C 0.316152 0.779233 -4.770871
C -1.538159 0.336878 -2.115352
H -2.281397 -1.037149 -3.583039
H -2.252770 0.660173 -4.134032
H -1.441675 1.443065 -2.042550
H -2.399025 -0.034659 -1.528025
H -0.190347 -2.290402 -4.964439
H 0.111839 -2.226708 -3.222566
H 1.333231 -1.607477 -4.344343
H -0.088759 0.951853 -5.789519
H 1.397164 0.607805 -4.873767
H 0.162880 1.714432 -4.209202
C 0.148580 1.284041 5.756395
C 1.095036 0.649133 4.931103
C 0.815428 0.412229 3.589351
C -0.402543 0.819782 3.001696
C -0.783601 0.621074 1.627088
C -2.035460 0.976508 1.177302
C -2.966195 1.573144 2.043012
C -2.633002 1.828199 3.357471
C -1.371024 1.457433 3.866000
C -1.066541 1.679750 5.225928
H 0.356851 1.468580 6.808443
H 2.052371 0.340546 5.351351
H 1.577012 -0.092790 2.990624
H -2.299800 0.778538 0.145374
H -3.952800 1.826254 1.660908
H -3.340238 2.306838 4.035152
H -1.825342 2.172274 5.835815

Forces on atoms 1 to 3 (eV/Å):
Ir -2.07 1.61 -0.20
C -0.62 -1.45 0.15
C 0.00 -1.18 0.05

C2H4N2O2 | ωB97M-V/def2-TZVPD

As for the energy relative to the best compared isomer or geometry (same formula, charge and spin): 130.9 kcal per mole. As for the structure (SMILES): O/N=C\C=N/O. The calculation puts the LUMO energy at 0.849 eV. The multiplicity is 1.

Element x y z (Å)
O 1.349795 -0.817572 0.822772
N 0.167534 -1.414570 0.651464
C -0.533339 -0.891986 -0.226352
C -0.212311 0.224464 -1.075992
N -0.135251 1.447683 -0.777435
O -0.279941 1.648416 0.628216
H 1.732586 -1.253010 1.610082
H -1.594826 -1.538915 -0.327319
H -0.012983 0.089943 -2.139155
H -0.481263 2.505547 0.833718

Forces on atoms 1 to 3 (eV/Å):
O 1.91 0.47 0.87
N -0.14 -1.43 1.45
C -4.35 -2.43 -0.71

Which value of multiplicity does entry 1 give?
6

The highest multiplicity belongs to which entry?
C25H27IrO

Number 1 is which compound?
C25H27IrO

Which formula does entry 2 have?
C2H4N2O2